15
Properties=species:S:1:pos:R:3 method="wB97M-V/def2-TZVPD" relative_energy_kcal_mol=158.0 smiles="O=CN/N=C/N1CC1" homo_lumo_gap_ev=9.67 homo_ev=-8.96 e_lumo_ev=0.7
O -2.43 0.29 -1.94
C -2.62 1.08 -0.95
N -1.73 1.37 0.21
N -0.57 0.95 0.78
C 0.15 0.19 0.18
N 1.40 -0.01 0.60
C 1.64 -1.49 0.91
C 2.15 -0.62 -0.31
H -3.33 2.05 -0.92
H -2.48 1.84 1.09
H -0.10 -0.47 -0.56
H 1.99 -1.58 1.78
H 0.80 -2.22 0.84
H 3.36 -0.48 -0.39
H 1.76 -0.90 -1.33

***

15
Properties=species:S:1:pos:R:3 method="wB97M-V/def2-TZVPD" relative_energy_kcal_mol=157.2 homo_lumo_gap_ev=9.12 homo_ev=-8.86 e_lumo_ev=0.3
H -0.19 -2.99 -0.12
N 0.45 -2.11 -0.06
C -0.03 -1.01 -0.51
N -1.17 -0.72 -1.13
N -1.81 0.56 -1.10
C -1.59 1.08 0.16
C 0.85 0.22 -0.12
C 1.73 0.51 1.10
O 2.29 0.15 -0.25
H -1.33 -1.28 -2.21
H -0.95 0.77 0.93
H -2.06 2.11 0.45
H 0.29 1.32 -0.51
H 1.84 1.52 1.33
H 1.68 -0.14 2.04

***

15
Properties=species:S:1:pos:R:3 method="wB97M-V/def2-TZVPD" relative_energy_kcal_mol=168.6 homo_lumo_gap_ev=9.03 homo_ev=-9.43 e_lumo_ev=-0.4
C 0.59 -0.91 -0.58
C 0.79 -0.82 0.83
C 0.34 0.68 1.41
C -0.30 1.20 0.16
H -1.96 0.27 -1.68
H 0.60 -2.08 -2.11
H 0.11 -1.70 1.11
H 1.83 -1.47 1.17
H -0.34 0.74 2.29
H 1.44 0.98 1.59
H -1.82 2.52 -0.41
N 0.03 0.36 -0.99
N 0.70 -2.18 -0.98
N -1.28 2.19 0.40
O -0.74 0.20 -2.24

***

15
Properties=species:S:1:pos:R:3 method="wB97M-V/def2-TZVPD" relative_energy_kcal_mol=200.2 homo_lumo_gap_ev=9.04 homo_ev=-9.03 e_lumo_ev=0.0
C 0.62 -1.63 -1.98
C 0.31 -0.61 -0.90
C -0.74 1.21 1.28
C 0.59 0.89 1.70
H 1.89 -1.46 -1.91
H 0.10 -1.64 -2.94
H 0.28 -2.59 -1.26
H -2.47 0.43 0.00
H -1.16 2.38 1.51
H -1.41 0.52 2.11
H 1.02 1.55 2.41
N -0.60 0.24 -1.10
N -1.18 1.15 -0.18
N 1.50 0.22 1.18
O 1.27 -0.67 0.08